1.
Computed, not measured: a molecular structure, C34H50BrClGeN5O6OsS2Si3 in a non-equilibrium geometry, with ωB97M-V/def2-TZVPD.

Properties
F_max = 0.03250 hartree/bohr
E_LUMO (alpha / beta) = -6.699 / -6.680 eV
net charge = +2
2S+1 = 2
E = -8917.00495 a.u.

Last column: Löwdin charge in e.
Cartesian coordinates (Å):
C1 0.638 -0.429 5.449  -0.2087
Si1 0.508 1.624 -3.831  0.5715
C2 -2.794 -1.165 3.695  -0.0005
O1 2.138 0.331 -0.323  -0.1663
C3 2.315 1.584 -0.347  -0.6013
H1 -1.007 3.504 -3.682  0.0392
C4 -1.912 -1.624 2.736  -0.1586
H2 4.223 -0.459 3.785  0.1112
C5 -3.946 -2.302 -0.063  -0.0579
C6 4.420 3.346 3.022  -0.2022
N1 0.681 0.110 3.045  0.0461
H3 1.034 0.081 6.329  0.1096
H4 3.852 0.344 1.501  0.1104
O2 3.943 2.972 0.756  -0.0311
C7 -3.357 0.299 -0.632  -0.1602
H5 -2.050 1.107 -6.040  0.0126
H6 -3.448 -2.330 -3.940  0.0415
S1 0.925 2.203 4.451  1.1870
H7 1.137 3.517 1.114  0.0851
H8 -3.967 2.204 -4.374  0.0580
C8 -2.926 -1.954 -0.921  -0.1455
H9 5.554 5.045 2.361  0.0989
Si2 -2.903 0.080 -3.959  0.5648
H10 -0.297 -4.746 -3.109  0.0591
H11 2.512 0.367 -4.321  0.0511
C9 4.601 2.866 4.310  -0.0639
C10 -1.340 -2.882 2.818  -0.2025
H12 1.551 -2.497 -0.773  0.0027
H13 -4.998 0.846 0.620  0.1257
H14 -2.980 2.354 -2.920  0.0172
H15 -2.804 -3.963 5.620  0.1231
N2 -0.495 -1.594 0.769  -0.1373
H16 -0.511 2.359 -5.954  0.0420
H17 -1.195 -4.744 3.899  0.1364
C11 -2.543 -3.310 4.798  -0.0226
Os1 0.186 0.402 0.183  1.3514
H18 -1.069 -4.183 -1.640  0.0044
H19 -0.462 3.052 -2.043  0.0107
C12 0.511 -2.060 -4.626  -0.2083
O3 1.093 -3.342 1.752  -0.2429
H20 1.229 4.337 2.639  0.1140
H21 -3.218 -0.171 3.634  0.1325
H22 -4.550 -1.459 -2.863  0.0351
O4 -1.582 0.247 1.275  -0.1466
C13 -2.405 0.134 -5.729  -0.1976
C14 -4.703 -1.288 0.508  -0.6743
Ge1 -0.824 -0.233 -2.064  0.7540
Br1 -6.060 -1.701 1.713  0.8831
C15 4.144 2.419 2.014  -0.2256
H23 -3.067 1.316 -0.845  0.1164
C16 1.753 -2.453 -1.841  -0.1999
O5 -0.942 -4.064 0.539  -0.2675
H24 4.428 1.282 -0.388  0.1511
H25 0.619 3.930 -3.117  0.0596
C17 1.357 -1.760 5.235  -0.0662
C18 -4.423 0.036 0.198  -0.0646
O6 1.237 2.254 -0.392  -0.1220
C19 -0.163 3.163 -3.082  -0.2087
H26 1.236 2.091 -6.017  0.0674
C20 0.747 0.487 4.266  -0.5673
C21 -3.109 -2.036 4.731  -0.0365
N3 0.998 3.512 2.115  0.1492
C22 -3.660 1.694 -3.457  -0.1847
H27 3.866 2.754 -1.221  0.1493
H28 2.378 -1.581 -2.030  0.0144
C23 3.730 2.119 -0.343  -0.0722
H29 1.103 -2.884 -5.038  0.0563
H30 -3.802 -1.724 5.501  0.1212
N4 0.786 1.169 2.140  -0.1122
C24 4.070 1.063 2.276  -0.0066
Cl1 4.708 0.948 6.216  0.6907
C25 -1.642 -3.761 3.837  -0.0016
C26 0.285 1.683 -5.653  -0.1871
Si3 0.189 -2.393 -2.828  0.3794
C27 -3.992 -1.396 -3.794  -0.1600
H31 -1.680 -0.618 -6.024  0.0248
H32 2.436 -1.630 5.310  0.0708
C28 4.266 0.601 3.574  -0.0975
H33 -4.708 -1.301 -4.617  0.0639
H34 1.133 -2.178 4.254  0.0500
H35 4.805 3.560 5.115  0.1230
H36 -0.421 -2.029 -5.185  0.0166
H37 -4.139 -3.344 0.148  0.1314
H38 2.334 -3.344 -2.098  0.0577
C29 -1.346 -0.970 1.563  -0.5854
H39 -3.329 -0.071 -6.281  0.0634
H40 2.826 1.971 -3.622  0.0689
H41 -1.793 -3.829 -3.234  0.0293
H42 0.140 0.725 -6.145  0.0332
H43 1.071 -1.145 -4.815  -0.0034
C30 -0.859 -3.913 -2.676  -0.1970
H44 -2.329 -2.709 -1.398  0.0673
H45 -4.548 1.544 -2.842  0.0444
H46 4.372 5.410 3.611  0.0868
C31 4.549 4.815 2.717  -0.0180
H47 3.860 5.128 1.934  0.0738
C32 2.227 1.058 -3.528  -0.1618
S2 -0.275 -3.147 1.413  0.6831
C33 4.517 1.508 4.581  -0.6747
C34 0.906 2.331 2.741  -0.6633
H48 -0.427 -0.598 5.631  0.1081
N5 -2.624 -0.676 -1.196  -0.2117
H49 2.446 0.579 -2.577  0.0091
H50 1.050 -2.474 5.997  0.0847

=====

2.
Computed, not measured: a molecular structure, C34H50BrCsN8O3S in a non-equilibrium geometry, with ωB97M-V/def2-TZVPD.

Properties
F_max = 0.04452 hartree/bohr
E_LUMO = -1.161 eV
net charge = 0
2S+1 = 1
E = -4981.71765 a.u.

Last column: Löwdin charge in e.
Cartesian coordinates (Å):
C1 -5.194 -4.211 0.978  -0.5628
H1 -6.004 -6.085 0.262  0.0783
H2 3.463 4.965 4.037  0.1690
H3 -3.358 -3.868 -1.034  0.0944
C2 -1.683 -1.531 3.538  -0.5368
H4 -6.386 -2.393 0.841  0.0855
H5 5.088 1.937 2.883  0.1206
H6 3.027 -1.971 -5.325  0.1208
C3 -3.850 -3.490 1.033  -0.1926
N1 2.129 0.754 -2.951  0.1554
H7 -3.407 2.180 -4.483  0.0943
H8 -3.944 -2.963 3.092  0.0824
C4 2.618 -3.481 -3.766  -0.0466
N2 2.894 0.665 2.063  0.0594
C5 -6.220 -3.311 0.276  -0.0483
H9 -5.868 -3.026 -0.716  0.0815
H10 4.551 0.750 0.737  0.1157
H11 -0.221 -3.092 3.905  0.0895
H12 2.057 0.390 1.561  0.0452
C6 -1.412 -1.962 1.054  -0.5235
C7 -2.651 2.886 -4.824  -0.0314
C8 -1.991 4.861 -3.536  -0.0769
O1 -0.403 -1.182 0.989  -0.5175
C9 2.226 -4.348 -1.444  -0.0593
H13 1.318 2.617 -2.771  0.0927
C10 -1.699 0.003 3.435  -0.0403
H14 -1.934 2.340 -5.439  0.0937
H15 -1.368 6.500 -2.362  0.0986
H16 4.864 4.909 3.161  0.1688
H17 -2.095 -1.515 5.650  0.0797
O2 -0.050 5.069 -0.588  -0.0441
C11 -1.897 -2.661 -0.084  -0.5559
C12 2.090 3.217 0.591  -0.3752
C13 4.540 2.433 2.078  -0.1187
H18 -2.642 -2.989 4.858  0.0852
H19 2.508 1.434 -0.521  0.0569
H20 2.500 -5.317 -1.860  0.0921
S1 2.973 -1.424 -0.525  0.6808
C14 -1.347 2.683 -2.781  -0.6258
Cs1 -0.713 0.468 -0.793  1.3593
H21 4.621 3.822 4.390  0.1679
H22 2.452 -4.435 -4.223  0.1208
H23 -5.013 -5.139 2.943  0.0893
H24 -2.719 0.370 3.305  0.0874
H25 1.734 3.814 -0.250  0.1141
C15 -3.367 -2.871 2.187  0.0109
C16 -0.660 4.575 -1.549  -0.5396
O3 -1.413 1.463 -2.993  -0.2998
H26 5.021 2.338 -4.959  0.1080
N3 -0.687 3.234 -1.734  0.0508
H27 0.409 -1.708 3.008  0.0656
H28 2.778 2.811 3.216  0.1431
H29 5.258 2.984 1.460  0.1280
H30 1.057 2.261 2.113  0.0586
C17 3.060 2.149 0.085  -0.1257
N4 3.038 -1.384 -3.262  -0.0102
H31 3.562 4.770 0.996  0.1283
H32 -7.177 -3.823 0.165  0.0788
N5 2.587 -3.323 -2.404  -0.1309
H33 2.089 4.882 1.972  0.1259
C18 2.828 -2.030 -2.077  -0.7491
H34 -4.265 -6.142 0.581  0.0905
H35 0.097 -1.581 4.755  0.0761
H36 -6.651 -5.116 2.286  0.0794
Br1 -0.806 -2.660 -1.664  0.7414
H37 3.175 3.754 -4.031  0.1048
H38 -3.552 -1.490 4.665  0.0818
H39 1.159 -4.305 -1.227  0.0199
N6 0.919 2.618 1.179  0.0473
C19 3.804 1.410 1.203  -0.4000
N7 -1.993 3.509 -3.701  -0.0678
N8 4.158 4.333 3.632  0.2141
C20 -1.362 5.432 -2.504  -0.0054
H40 -1.099 0.334 2.592  0.0546
C21 2.914 -2.278 -4.305  -0.0368
H41 -4.877 -5.343 -0.862  0.0711
C22 -2.548 -1.909 4.739  -0.0748
H42 2.776 -4.159 -0.523  0.0625
C23 4.177 0.533 -4.185  -0.0006
H43 -3.122 3.668 -5.420  0.0838
C24 2.818 4.189 1.549  -0.0956
C25 3.196 2.688 -3.872  -0.0493
C26 -3.067 -3.388 -0.110  -0.1029
H44 0.116 3.230 1.110  0.0723
H45 4.958 -0.116 -4.551  0.1169
C27 2.175 2.074 -3.164  -0.1116
C28 3.115 0.025 -3.449  -0.2766
H46 -2.531 5.426 -4.286  0.1199
H47 -5.949 -3.648 2.946  0.0771
C29 -5.726 -4.545 2.372  -0.0701
C30 -2.189 -2.152 2.245  -0.0975
H48 3.798 2.613 -0.584  0.1270
C31 -0.255 -2.007 3.813  -0.0445
H49 3.321 -0.198 2.378  0.0822
C32 4.210 1.897 -4.393  -0.0634
H50 -1.297 0.444 4.350  0.0780
C33 3.505 3.382 2.630  -0.3083
C34 -5.072 -5.520 0.194  -0.0619

=====

3.
Computed, not measured: a molecular structure, C34H50ClFGeN3O3SiTl in a non-equilibrium geometry, with ωB97M-V/def2-TZVPD.

Properties
F_max = 0.07246 hartree/bohr
E_LUMO (alpha / beta) = -6.220 / -6.217 eV
net charge = +1
2S+1 = 2
E = -4814.20959 a.u.

Last column: Löwdin charge in e.
Cartesian coordinates (Å):
H1 -4.117 1.400 3.750  0.1527
C1 -4.443 -2.572 -0.171  -0.1722
N1 1.679 -2.533 -1.807  0.0274
H2 -1.972 4.693 0.879  0.0860
O1 2.773 1.782 -1.366  -0.3060
C2 -1.415 3.783 0.676  -0.0224
H3 -1.387 3.182 1.590  0.0709
H4 2.905 3.341 -3.475  0.0854
H5 -5.234 -3.051 -0.732  0.0321
C3 -2.644 -1.653 5.716  -0.0679
H6 -2.295 -2.546 6.250  0.1284
H7 -1.598 -0.751 1.974  0.0429
H8 0.303 6.067 0.982  0.0881
H9 1.376 0.205 4.367  0.0818
H10 -3.384 -3.412 -3.216  0.0465
Ge1 2.585 2.426 0.355  0.9955
H11 -1.921 3.283 -0.162  0.0813
H12 -4.734 -1.555 0.057  0.0239
C4 2.747 0.443 2.626  -0.6282
H13 3.800 4.056 -2.158  0.0668
H14 -0.520 -3.135 0.039  0.0043
H15 0.792 4.809 2.102  0.0829
H16 -3.044 -4.711 -2.086  0.0115
H17 -4.922 1.933 -4.914  0.1044
C5 -3.193 1.730 -3.670  -0.0382
H18 -1.838 -3.182 1.349  0.0084
H19 -2.771 2.661 -3.992  0.1137
C6 -2.697 -0.257 3.722  -0.2592
H20 4.081 -0.176 -2.715  0.0877
C7 -4.924 0.124 -3.683  -0.1049
C8 -2.892 -0.320 -2.329  -0.3481
C9 -3.757 0.517 4.333  0.0468
C10 -4.194 0.199 5.594  -0.0579
H21 4.750 1.296 2.639  0.0806
H22 2.905 0.768 -3.646  0.0807
H23 3.534 2.354 3.583  0.0980
H24 4.653 0.909 -4.025  0.0909
N2 2.675 -7.763 -2.520  0.1714
O2 2.592 0.854 1.220  -0.3567
H25 0.580 -0.012 2.794  0.0415
H26 -4.869 0.846 6.109  0.1167
H27 3.220 -1.582 3.444  0.0937
C11 3.849 3.304 -2.935  -0.0525
H28 -4.678 -1.596 -2.436  0.0775
C12 3.157 -1.033 2.496  -0.0374
C13 -4.198 -0.672 -2.788  -0.0495
C14 -4.445 1.319 -4.155  -0.0968
F1 -1.256 1.417 -2.376  -0.0765
C15 2.877 -4.502 -1.192  -0.0103
C16 -2.327 -0.049 2.416  0.2246
C17 3.907 0.785 -3.240  -0.0160
H29 0.366 -2.601 -3.429  0.1141
Cl1 -4.160 -1.349 7.858  0.8313
C18 5.232 2.024 -1.383  -0.0609
H30 -1.199 -1.722 4.125  0.1396
H31 3.492 -4.987 -0.443  0.1241
C19 0.089 4.500 -1.220  -0.0276
H32 -1.639 -4.456 0.270  0.0223
H33 -0.484 5.403 -1.369  0.0893
H34 1.048 1.617 3.310  0.1011
O3 0.728 2.700 0.404  -0.3690
C20 1.373 -4.532 -3.132  0.0160
C21 -2.465 0.952 -2.848  -0.2254
C22 -3.697 -0.911 6.288  -0.6148
C23 1.070 -3.195 -2.845  -0.1080
H35 4.124 -1.035 1.979  0.0882
H36 -0.321 3.720 -1.869  0.0753
N3 -2.164 -1.082 -1.483  -0.1995
C24 2.573 -6.591 -2.417  -0.1613
C25 -2.743 -3.772 -2.410  -0.1526
C26 0.764 5.096 1.057  -0.0559
H37 6.103 2.211 -1.976  0.0788
C27 2.335 -5.179 -2.289  -0.2023
H38 3.094 -2.557 -0.287  0.1057
H39 1.773 5.173 0.693  0.0524
H40 4.245 0.920 4.305  0.0917
H41 5.415 1.039 -0.921  0.0917
C28 1.373 0.528 3.329  -0.0396
H42 1.126 4.672 -1.511  0.0747
C29 2.585 -3.161 -1.041  -0.1348
H43 -4.426 -3.030 0.801  0.0096
H44 5.174 2.831 -0.630  0.0676
H45 0.885 -5.104 -3.901  0.1166
Tl1 -0.092 -0.175 -0.527  0.9173
H46 4.676 3.608 -3.636  0.1120
H47 -5.831 -0.301 -4.111  0.1064
C30 3.878 1.293 3.315  -0.0428
H48 -1.726 -3.918 -2.799  0.0264
C31 -1.558 -3.398 0.327  -0.1705
C32 0.054 4.003 0.244  -0.6392
C33 -2.093 -1.240 4.537  0.0138
Si1 -2.726 -2.677 -0.961  0.3543
H49 2.406 -1.461 1.802  0.0720
H50 -2.691 0.763 1.763  0.1128
C34 3.962 1.955 -2.246  -0.6453

=====

Q: The lowest E belongs to which entry?
A: C34H50BrClGeN5O6OsS2Si3

=====

Q: Which formula does entry 1 have?
A: C34H50BrClGeN5O6OsS2Si3

=====

Q: Look up the F_max of the second one.
A: 0.04452 hartree/bohr